# 1
This record from the Open Molecules 2025 dataset describes a cluster of 2 separate species, C6H7ClFN2 in total. The level of theory is the ωB97M-V functional and the def2-TZVPD basis.

Geometry as XYZ:
```
17
Properties=species:S:1:pos:R:3
C -0.988 -0.017 -0.481
H -0.626 -0.002 1.564
Cl 1.280 0.001 -2.735
C 0.041 0.004 0.688
C -1.192 -1.283 -1.195
N -1.538 -2.279 -1.665
C -1.223 1.234 -1.212
N -1.594 2.214 -1.697
C 0.851 1.294 0.764
H 1.578 1.348 -0.058
H 0.204 2.182 0.738
H 1.405 1.307 1.714
C 0.890 -1.260 0.777
H 0.270 -2.168 0.761
H 1.616 -1.302 -0.046
H 1.448 -1.245 1.725
F -2.422 -0.028 0.359
```

Computed properties:
HOMO level ... -4.7 eV
Energy relative to the best compared isomer or geometry (same formula, charge and spin) ... 0.744 eV
Energy ... -24556.406 eV
E_LUMO ... 3.2 eV
Charge ... -1



# 2
This record from the Open Molecules 2025 dataset describes a structure of composition C3H38NO17. The level of theory is the ωB97M-V functional and the def2-TZVPD basis.

Geometry as XYZ:
```
59
Properties=species:S:1:pos:R:3
C 1.276 -0.521 0.411
O 0.330 -1.483 0.768
C 0.630 0.482 -0.485
C -0.243 1.462 0.440
O -1.485 0.979 0.784
N 1.424 1.565 -1.167
H 2.161 -1.049 0.022
H 1.600 -0.061 1.381
H 0.111 -0.002 -1.300
H 0.353 1.736 1.330
H -0.421 2.378 -0.124
H -1.712 0.042 0.716
H 2.297 1.780 -0.718
H 1.701 1.292 -2.122
H -1.673 0.796 3.144
H -2.497 -0.333 2.591
O -2.496 0.336 3.271
H 2.068 -3.320 1.708
H 1.101 -2.730 0.691
O 1.864 -3.438 0.768
H -2.123 -1.225 -2.297
H -1.834 -0.086 -3.334
O -1.579 -0.988 -3.055
H 1.111 0.815 3.822
H 2.397 1.670 3.583
O 1.491 1.728 3.790
H 3.927 0.380 2.179
H 3.094 1.576 1.361
O 3.710 1.281 2.012
H 1.446 -2.896 -2.197
H 2.398 -3.338 -0.966
O 2.348 -2.939 -1.821
H -0.967 2.039 -3.251
H -2.507 1.868 -3.010
O -1.769 1.674 -3.668
H -0.207 -2.324 -0.683
H -0.692 -2.369 -2.145
O -0.281 -2.929 -1.448
H -3.551 2.917 -1.070
H -4.308 2.090 -2.123
O -3.751 2.862 -1.997
H 0.509 -0.969 2.481
H -0.056 -1.263 3.751
O 0.673 -0.747 3.414
H 1.550 -0.548 -3.607
H 0.063 -1.117 -3.788
O 0.962 -1.107 -4.128
H 4.235 -0.568 -2.208
H 3.102 -1.217 -1.554
O 3.510 -0.340 -1.628
H -3.358 0.239 0.336
H -4.558 0.918 0.953
O -4.262 0.512 0.120
H -0.910 -1.302 0.894
H -2.387 -2.104 0.106
O -2.068 -1.491 0.746
H -0.755 2.702 2.137
H -0.049 3.309 3.327
O -0.941 3.375 2.860
```

Computed properties:
HOMO level ... -6.7 eV
Energy relative to the best compared isomer or geometry (same formula, charge and spin) ... 0.000 eV
Energy ... -40027.404 eV
E_LUMO ... 2.5 eV
Charge ... -1



# 3
This record from the Open Molecules 2025 dataset describes a cluster of 9 separate species, C42H42Cl6N6O12 in total. The level of theory is the ωB97M-V functional and the def2-TZVPD basis.

Geometry as XYZ:
```
108
Properties=species:S:1:pos:R:3
O 7.770 -1.429 1.737
N 7.216 -2.338 2.319
O 7.670 -2.928 3.284
C 5.908 -2.772 1.825
C 5.521 -4.082 2.004
C 4.276 -4.432 1.497
C 3.436 -3.492 0.911
C 3.882 -2.192 0.706
C 5.121 -1.825 1.207
H 6.114 -4.829 2.508
H 3.917 -5.450 1.596
H 2.447 -3.810 0.604
H 3.195 -1.555 0.168
H 5.504 -0.845 0.954
O 7.181 -2.915 -1.266
N 6.920 -2.025 -2.054
O 7.691 -1.162 -2.412
C 5.551 -2.001 -2.596
C 5.172 -0.937 -3.392
C 3.844 -0.842 -3.799
C 2.957 -1.830 -3.406
C 3.343 -2.912 -2.624
C 4.690 -3.040 -2.315
H 5.845 -0.150 -3.699
H 3.508 0.035 -4.333
H 1.899 -1.752 -3.642
H 2.624 -3.688 -2.408
H 5.028 -3.877 -1.719
O -2.906 7.154 1.806
N -2.739 5.963 1.987
O -2.072 5.496 2.888
C -3.345 5.054 1.022
C -3.032 3.703 1.083
C -3.502 2.834 0.116
C -4.304 3.333 -0.920
C -4.581 4.689 -1.005
C -4.093 5.539 -0.032
H -2.438 3.313 1.898
H -3.272 1.779 0.130
H -4.729 2.545 -1.533
H -5.208 5.053 -1.806
H -4.259 6.606 -0.100
O -5.358 1.526 4.954
N -5.540 0.803 3.998
O -6.605 0.633 3.443
C -4.347 0.113 3.503
C -4.210 -0.080 2.148
C -3.061 -0.697 1.683
C -2.101 -1.185 2.558
C -2.297 -0.979 3.923
C -3.423 -0.351 4.418
H -4.975 0.201 1.437
H -2.989 -0.880 0.615
H -1.167 -1.591 2.192
H -1.577 -1.409 4.610
H -3.624 -0.317 5.478
O -6.386 -7.026 0.339
N -5.830 -6.517 -0.619
O -6.221 -6.539 -1.769
C -4.579 -5.820 -0.344
C -4.545 -4.827 0.621
C -3.376 -4.172 0.944
C -2.182 -4.594 0.351
C -2.220 -5.554 -0.648
C -3.415 -6.183 -0.983
H -5.485 -4.516 1.066
H -3.390 -3.381 1.677
H -1.231 -4.118 0.546
H -1.364 -5.856 -1.237
H -3.425 -7.010 -1.683
O 0.568 3.950 -0.772
N 0.540 4.027 0.450
O -0.071 3.219 1.115
C 1.187 5.160 1.091
C 1.762 6.133 0.284
C 2.064 7.340 0.885
C 1.977 7.491 2.269
C 1.301 6.550 3.023
C 0.967 5.344 2.442
H 1.868 6.005 -0.782
H 2.474 8.139 0.281
H 2.308 8.452 2.641
H 1.013 6.736 4.048
H 0.398 4.599 2.976
Cl -2.286 -4.457 -3.873
C -2.906 -3.031 -2.985
C -4.327 -2.671 -3.296
Cl -4.879 -1.422 -2.156
H -2.255 -2.206 -3.279
H -2.650 -3.201 -1.945
H -5.003 -3.518 -3.181
H -4.451 -2.290 -4.306
Cl -0.094 -2.404 -1.289
C 0.641 -0.858 -0.858
C -0.265 0.345 -0.932
Cl -0.862 0.515 -2.617
H 1.516 -0.651 -1.475
H 1.025 -0.955 0.161
H 0.351 1.225 -0.792
H -1.101 0.258 -0.247
Cl 3.000 1.824 -0.927
C 3.643 3.367 -1.503
C 2.986 3.738 -2.832
Cl 3.332 5.414 -3.282
H 4.719 3.339 -1.660
H 3.413 4.120 -0.756
H 1.912 3.628 -2.710
H 3.357 3.083 -3.615
```

Computed properties:
HOMO level ... -10.1 eV
Energy relative to the best compared isomer or geometry (same formula, charge and spin) ... 0.000 eV
Energy ... -152864.581 eV
E_LUMO ... -1.1 eV



# 4
This record from the Open Molecules 2025 dataset describes the molecule C4H3NO2. The level of theory is the ωB97M-V functional and the def2-TZVPD basis.

Geometry as XYZ:
```
10
Properties=species:S:1:pos:R:3
O -2.286 0.916 -0.365
C -1.662 -0.025 -0.798
C -0.231 -0.181 -0.450
C 0.405 0.688 0.469
C 1.527 0.013 0.788
O 1.600 -1.130 0.077
N 0.481 -1.253 -0.702
H -2.144 -0.837 -1.365
H 0.009 1.624 0.824
H 2.299 0.185 1.522
```

Computed properties:
HOMO level ... -10.5 eV
Energy relative to the best compared isomer or geometry (same formula, charge and spin) ... 2.191 eV
Energy ... -9779.495 eV
E_LUMO ... 0.0 eV